Molecular formula: C2H4Cl2
Method: DFT, ωB97M-V/def2-TZVPD

Element x y z (Å)
1 Cl 0.516 0.982 1.776
2 C 0.139 0.751 0.046
3 C -0.028 -0.705 -0.290
4 Cl -1.564 -1.385 0.352
5 H 0.976 1.149 -0.526
6 H -0.756 1.328 -0.163
7 H 0.771 -1.277 0.171
8 H -0.054 -0.843 -1.367

Molar mass in g mol⁻¹: 99.0
E in a.u.: -998.98995
Energy relative to the best compared isomer or geometry (same formula, charge and spin) in kJ/mol: 5.6
LUMO level in eV: 0.936
SMILES: ClCCCl
HOMO energy in eV: -10.843

Atom charges from the Löwdin analysis, given in e for atoms 1 to 4: number 1, Cl, carries 0.53; number 2, C, carries -0.66; number 3, C, carries -0.66; number 4, Cl, carries 0.52